Below is C5H4CdN2O4S as an isolated structure, with properties calculated with wB97M-V/def2-TZVPD.

Net charge: +2
E (a.u.): -1168.68982
Maximum force (eV/A): 4.35
Orbital gap (eV): 7.5248

```
17
Properties=species:S:1:pos:R:3:mulliken_charge:R:1
O 2.35 -1.74 -2.33 -0.046
C 1.36 -1.29 -1.96 0.186
Cd -0.67 0.04 -1.54 1.047
O -0.11 -5.55 0.90 -0.118
C -0.16 -4.47 0.56 0.117
C -1.62 0.11 -3.77 0.225
O -2.06 0.27 -4.82 0.006
C -2.53 -0.95 -0.28 0.185
O -3.53 -1.20 0.21 -0.040
N -0.12 2.20 2.11 -0.369
C 0.75 1.43 1.44 0.610
N 1.95 2.00 1.23 -0.369
S 0.40 -0.17 0.98 -0.343
H 0.17 3.13 2.40 0.204
H -1.01 1.81 2.43 0.251
H 2.72 1.45 0.85 0.248
H 2.11 2.94 1.58 0.204
```

=====

Below is one molecule with the formula C4H7NO, with properties calculated with wB97M-V/def2-TZVPD.

Net charge: 0
SMILES string: NC[C@@H]1CC1=O
E (a.u.): -286.52095
Maximum force (eV/A): 0.63
Energy above the lowest of the compared OMol25 structures with the same formula, charge and spin (eV): 3.012
Orbital gap (eV): 9.5577

```
13
Properties=species:S:1:pos:R:3:mulliken_charge:R:1
N -1.22 -0.12 0.76 -0.476
C -0.55 -1.02 -0.18 -0.436
C 0.46 -0.13 -0.87 -0.224
C 1.28 0.63 0.20 -0.784
C 0.06 1.23 -0.44 0.697
O -0.51 2.25 -0.72 -0.573
H -0.77 0.00 1.65 0.173
H -2.22 -0.10 0.79 0.171
H -0.10 -1.89 0.34 0.242
H -1.28 -1.39 -0.90 0.356
H 0.89 -0.38 -1.83 0.377
H 1.44 0.10 1.15 0.209
H 2.17 1.17 -0.12 0.269
```

=====

Below is a 4-piece molecular cluster, CH12NO3 overall, with properties calculated with wB97M-V/def2-TZVPD.

Net charge: 0
E (a.u.): -325.63015
Maximum force (eV/A): 2.15
Energy above the lowest of the compared OMol25 structures with the same formula, charge and spin (eV): 0.563
2S+1: 2
<S²>: 0.750
Orbital gap (alpha / beta) (eV): 3.2629 / 12.1121

```
17
Properties=species:S:1:pos:R:3:mulliken_charge:R:1
C 1.34 -1.41 -0.38 -1.850
N 0.11 -0.61 -0.86 -0.424
H 1.93 -1.59 -1.26 0.604
H 1.99 -0.68 0.11 0.583
H 0.97 -2.30 0.13 0.467
H 0.43 0.38 -1.13 0.408
H -0.31 -0.38 0.04 0.296
H -0.46 -1.23 -1.49 0.557
H 1.45 2.27 -1.54 0.398
H -0.13 2.51 -1.62 0.421
O 0.58 1.98 -1.22 -1.168
H -3.26 -1.07 0.72 0.391
H -2.24 0.04 1.13 0.288
O -2.40 -0.67 0.50 -0.801
H 0.79 0.93 2.19 0.327
H -0.65 1.09 2.72 0.337
O -0.14 0.76 1.97 -0.834
```